No. 1
Computed, not measured: a molecular structure, C4H2LiO2Pr in a non-equilibrium geometry, with wB97M-V/def2-TZVPD.

Its LUMO energy (spin up / spin down) is -10.6 / -9.3 eV. The HOMO-LUMO gap (spin up / spin down) comes out at 5.4 / 6.7 eV. As for the spin multiplicity: 3. The charge is +2.

Last column: Löwdin spin population.
CARTESIAN COORDINATES (ANGSTROEM)
1 O -0.055 -1.351 -1.327  -0.013
2 C 0.163 -0.282 -2.288  -0.046
3 C 0.189 0.922 -1.725  -0.035
4 C 0.179 0.956 0.012  -0.177
5 C -0.449 1.843 0.721  -0.080
6 O -1.502 2.364 0.939  -0.135
7 Li -2.149 0.159 -1.274  0.001
8 H -0.123 -2.196 -1.783  0.001
9 H 0.248 1.868 -2.265  0.000
10 Pr 0.742 -1.205 0.808  2.484

No. 2
Computed, not measured: 2 unconnected molecules or ions with the total composition C4H12N3 in a non-equilibrium geometry, with wB97M-V/def2-TZVPD.

Its LUMO energy (spin up / spin down) is -4.1 / -5.1 eV. The HOMO-LUMO gap (spin up / spin down) comes out at 6.1 / 9.0 eV. As for the spin multiplicity: 3. The charge is +1.

Last column: Löwdin spin population.
CARTESIAN COORDINATES (ANGSTROEM)
1 C -1.546 -0.523 1.091  0.601
2 C 0.845 0.990 0.512  0.033
3 C 0.876 0.166 -0.623  0.093
4 C 1.541 -1.211 -0.424  0.015
5 N -1.725 -0.766 -0.218  0.381
6 N -0.294 0.333 -1.317  0.675
7 N 0.072 2.032 0.725  0.064
8 H -1.129 -1.389 1.723  0.028
9 H -1.739 0.481 1.511  0.029
10 H 1.619 0.922 1.326  0.002
11 H 1.811 0.770 -0.985  0.045
12 H 2.518 -1.355 0.102  0.000
13 H 1.525 -1.589 -1.381  0.000
14 H 0.746 -1.882 -0.029  0.001
15 H -1.925 -1.686 -0.577  0.013
16 H -0.309 -0.099 -2.308  0.009
17 H 0.020 2.732 1.480  0.001
18 H -2.368 -0.087 -0.604  0.007
19 H -0.537 2.162 -0.003  0.002

These records have electronic energy values of -827.8151, -323.4146 Eh, in the order they appear.